1.
C29H53BO2P2Pm | ωB97M-V/def2-TZVPD

Calculated values
relative energy (zero: lowest compared OMol25 entry of this formula, charge and spin) = 110.7 kcal per mole
maximum force = 0.124 Eh/bohr
frontier orbital gap (alpha / beta) = 5.58 / 5.86 eV
spin multiplicity = 5
charge = +1

The geometry in XYZ format:
```
88
Properties=species:S:1:pos:R:3:mulliken_charge:R:1
Pm -0.1620 0.0016 0.0788 -0.466
C 1.6081 1.4374 0.9322 0.140
C 1.8267 1.3015 -0.5309 0.869
C -0.3569 2.2804 -0.1705 0.597
C 0.2519 2.0121 1.1555 0.745
C 0.6164 1.8570 -1.2239 0.563
C 2.5865 1.1494 1.9658 -1.536
H 3.2788 0.3522 1.6659 0.403
H 2.1254 0.8675 2.9208 0.423
H 3.1845 2.0573 2.1397 0.333
C -0.3596 2.3090 2.4318 -0.291
H 0.1551 1.8306 3.2761 0.313
H -1.4119 1.9800 2.4551 -0.643
H -0.3454 3.3977 2.5957 0.394
C -1.6161 2.9325 -0.4040 -1.329
H -1.4573 4.0191 -0.3024 0.335
H -2.3801 2.6212 0.3206 0.176
H -2.0129 2.7440 -1.4113 0.351
C 0.4456 2.0242 -2.6531 -1.591
H 0.8450 3.0146 -2.9293 0.367
H -0.6082 1.9932 -2.9638 0.338
H 0.9960 1.2798 -3.2367 0.358
C 3.0412 0.9059 -1.1765 -1.441
H 3.6073 1.8261 -1.4158 0.368
H 2.8835 0.3703 -2.1208 0.270
H 3.6792 0.2877 -0.5366 0.369
C -0.1850 -1.9808 1.1688 0.027
C 1.1847 -1.6754 1.0439 -0.367
C 2.0864 -2.2989 0.0468 -1.330
C 1.4750 -2.4215 -1.3611 -0.525
C 0.5739 -1.3282 -1.7656 -0.465
C -0.8535 -1.3583 -1.6093 -0.477
C -1.5580 -2.4813 -0.9540 -1.032
C -0.9254 -2.9783 0.3688 -1.047
H 2.3667 -3.2960 0.4482 0.604
H 0.9268 -3.3700 -1.4569 -0.420
H 3.0353 -1.7317 -0.0135 0.312
H -0.2477 -3.8222 0.1698 0.065
H -0.6927 -1.5914 2.0829 0.951
H 1.6513 -1.1440 1.8796 1.055
H -1.7320 -3.3888 1.0094 0.456
H -2.6080 -2.1831 -0.7617 0.467
H -1.4487 -0.6533 -2.2057 0.666
H -1.6018 -3.3081 -1.6928 0.436
H 2.2891 -2.4760 -2.1122 0.577
H 0.9625 -0.5770 -2.4658 1.059
P 0.4132 -6.2918 -2.2549 0.627
C -0.3253 -7.2429 -0.8495 -1.341
C 1.9268 -7.3152 -2.5424 -1.256
P -0.8307 -5.7163 -5.0206 0.251
C -0.6453 -6.9571 -3.6385 -1.062
C 0.2465 -6.5399 -6.2850 -1.178
C -2.4858 -6.2454 -5.6567 -1.130
H -1.3365 -6.8592 -0.6361 0.347
H 0.2867 -7.0913 0.0528 0.389
H -0.3893 -8.3175 -1.0621 0.412
H 1.7006 -8.3861 -2.5872 0.381
H 2.6482 -7.1334 -1.7287 0.376
H 2.3979 -7.0066 -3.4884 0.312
H -2.5230 -7.3158 -5.8773 0.323
H -2.7226 -5.6782 -6.5703 0.382
H -3.2524 -6.0066 -4.9021 0.330
H -1.6389 -7.2081 -3.2264 0.489
H -0.1951 -7.8756 -4.0525 0.416
H 0.1374 -6.0165 -7.2469 0.405
H -0.0079 -7.5968 -6.4220 0.352
H 1.3002 -6.4587 -5.9781 0.288
C -5.4940 0.3408 3.2017 -1.788
C -4.1106 0.9050 2.9660 1.805
C -4.1773 2.4207 3.1070 -1.776
O -3.6416 0.5673 1.6287 -0.586
B -2.4114 0.0048 1.7409 -0.211
O -1.9244 -0.1345 3.0333 -0.131
C -3.0284 0.2258 3.9683 1.480
C -2.4803 1.1360 5.0435 -1.819
C -3.4496 -1.1001 4.6029 -2.100
H -6.2233 0.8153 2.5426 0.465
H -5.8006 0.5564 4.2441 0.346
H -5.5529 -0.7363 3.0392 0.330
H -4.9261 2.8317 2.4144 0.451
H -4.4925 2.6944 4.1218 0.426
H -3.2348 2.9523 2.8928 0.210
H -3.2877 1.3944 5.7472 0.384
H -1.6920 0.6347 5.6180 0.441
H -2.0420 2.0669 4.6696 0.287
H -3.7524 -1.8574 3.8726 0.306
H -2.6135 -1.5214 5.1764 0.480
H -4.2627 -0.9169 5.3121 0.460
```



2.
C27H51GaN6O9PS | ωB97M-V/def2-TZVPD

Calculated values
maximum force = 0.146 Eh/bohr
frontier orbital gap = 7.45 eV
charge = -1

The geometry in XYZ format:
```
96
Properties=species:S:1:pos:R:3:mulliken_charge:R:1
C -4.7626 -3.4973 -3.7547 -1.417
C -4.1704 -3.0797 -2.2928 0.213
O -5.3126 -2.6552 -1.5073 -0.471
C -3.0659 -1.9077 -2.5074 -0.185
O -1.9014 -2.0482 -1.6716 -0.360
Ga -2.2893 -1.8508 0.1681 0.303
C -0.4403 -1.8805 1.1417 -0.474
C 0.4225 -0.5639 0.8652 -0.066
O 1.2403 -0.1772 1.7710 -0.638
C 0.3910 0.3059 -0.4724 0.648
C -0.6729 1.4019 -0.8023 0.066
C -0.6449 2.2219 -2.1364 -0.646
C 0.4571 2.0331 -3.2400 -0.720
C 1.5547 0.9549 -2.8900 -0.658
C 1.5110 0.1116 -1.5627 -0.474
N -3.1155 -0.1510 0.6645 -0.250
C -4.2456 0.0297 0.1031 0.331
S -5.4719 0.6333 -0.8970 -0.353
P -3.5281 -3.6032 1.1187 0.327
O -2.4823 -4.6353 1.7033 -0.600
H -5.6048 -4.2496 -3.5347 0.341
H -3.9846 -3.9824 -4.4336 0.364
H -5.2518 -2.5568 -4.1820 0.355
H -3.6731 -4.0283 -1.8811 0.174
H -5.8990 -2.1123 -2.0859 0.382
H -3.5322 -0.8496 -2.4874 0.005
H -2.6964 -2.0463 -3.6006 0.317
H -0.7076 -1.8535 2.2701 0.172
H 0.1292 -2.8695 0.9807 0.244
H -1.5114 1.6541 -0.0749 0.526
H -1.4515 3.0053 -2.3017 0.553
H 0.4452 2.6340 -4.2046 0.486
H 2.3822 0.8365 -3.6760 0.274
H 2.3552 -0.6562 -1.4467 0.308
H -4.3408 -4.3477 0.2034 0.021
H -4.2780 -3.1273 2.2613 0.008
C -3.3698 -10.0819 2.5867 0.105
O -3.7036 -11.0999 3.1693 -0.607
N -2.9464 -8.9329 3.1841 0.135
C -2.5648 -7.7583 2.4205 -0.771
C -2.8747 -8.8820 4.6301 -0.959
H -3.3872 -10.0140 1.4866 0.281
H -1.5241 -7.5112 2.6447 0.232
H -3.2067 -6.9225 2.7064 0.332
H -2.6667 -7.9362 1.3490 0.284
H -2.1917 -9.6596 4.9823 0.303
H -3.8675 -9.0743 5.0448 0.303
H -2.5213 -7.9049 4.9613 0.345
C 1.5297 5.1302 -3.1480 0.296
O 2.0012 4.5533 -4.1132 -0.632
N 2.1315 6.1465 -2.4618 0.177
C 1.5062 6.7842 -1.3222 -0.472
C 3.4397 6.6015 -2.8889 -1.116
H 0.5415 4.8627 -2.7423 0.186
H 1.3806 7.8497 -1.5341 0.347
H 2.1496 6.6600 -0.4464 0.304
H 0.5307 6.3441 -1.1147 -0.077
H 3.3775 6.9483 -3.9235 0.346
H 4.1407 5.7639 -2.8414 0.255
H 3.7919 7.4126 -2.2502 0.485
C 2.4093 -4.2426 2.3343 0.027
O 1.7370 -3.3858 1.7964 -0.556
N 1.9804 -5.0646 3.3352 0.171
C 2.8383 -6.0664 3.9313 -0.934
C 0.6170 -4.9282 3.8169 -0.869
H 3.4568 -4.4265 2.0415 0.228
H 2.3880 -7.0526 3.7884 0.315
H 2.9357 -5.8619 5.0012 0.331
H 3.8292 -6.0564 3.4739 0.290
H -0.0756 -5.0963 2.9874 0.242
H 0.4710 -3.9127 4.1933 0.296
H 0.4185 -5.6474 4.6129 0.371
C 7.6549 7.4507 -1.9433 0.116
O 6.7887 8.2982 -2.0543 -0.560
N 7.5885 6.3547 -1.1337 0.146
C 8.6637 5.3872 -1.0555 -0.934
C 6.4020 6.1522 -0.3253 -0.720
H 8.5970 7.5094 -2.5133 0.266
H 8.2832 4.4063 -1.3520 0.334
H 9.0275 5.3407 -0.0255 0.328
H 9.4888 5.6642 -1.7138 0.300
H 5.5309 6.0809 -0.9804 0.037
H 6.2719 7.0111 0.3380 0.291
H 6.4911 5.2409 0.2670 0.384
C -1.4990 4.7955 -0.5582 -0.266
O -1.4497 5.2733 -1.6796 -0.676
N -2.4961 5.0069 0.3459 0.181
C -2.4831 4.4016 1.6626 -0.989
C -3.6056 5.8644 -0.0218 -1.022
H -0.7075 4.1297 -0.1783 0.573
H -3.3731 3.7774 1.7768 0.370
H -2.4923 5.1918 2.4183 0.372
H -1.5938 3.7844 1.8016 0.347
H -4.0995 5.4515 -0.9049 0.312
H -3.2233 6.8586 -0.2673 0.304
H -4.3208 5.9380 0.7982 0.399
```



3.
C17H22Cl2F6N4O5S | ωB97M-V/def2-TZVPD

Calculated values
relative energy (zero: lowest compared OMol25 entry of this formula, charge and spin) = 0.0 kcal per mole
maximum force = 0.035 Eh/bohr
frontier orbital gap = 10.46 eV

The geometry in XYZ format:
```
57
Properties=species:S:1:pos:R:3:mulliken_charge:R:1
H -0.2854 -2.2784 -1.0611 0.246
N 0.5757 -2.5515 -0.6029 -0.804
C 0.5585 -2.3261 0.6449 0.643
C 1.7714 -2.7218 1.4538 -0.789
C -0.5311 -1.6631 1.4673 -1.856
C -1.9235 -1.3562 0.8972 1.638
N -2.6933 -2.5717 0.6633 -0.577
C -3.3707 -3.0678 1.5490 0.512
O -3.9814 -3.5911 2.3822 -0.444
N -2.6267 -0.5834 1.9623 -0.280
C -2.9140 0.7354 1.6248 -0.524
O -3.4109 1.5300 2.3719 -0.591
C -2.4543 1.0225 0.1950 1.154
C -1.1595 1.8632 0.4289 -1.305
C -0.4363 2.2905 -0.8610 -1.013
C 1.0598 1.9245 -0.8469 -0.300
C 1.7900 2.3473 0.4254 -0.972
N 3.2597 2.2441 0.3466 -0.252
C 3.7781 1.1771 -0.3895 0.621
C 4.6499 1.5026 -1.5739 -1.086
O 3.5186 0.0326 -0.0730 -0.530
C -3.4890 1.8520 -0.5956 0.787
F -3.3290 3.1593 -0.2545 -0.336
F -3.2673 1.7796 -1.9234 -0.321
C -5.0004 1.5243 -0.2967 0.641
F -5.4741 2.3236 0.6460 -0.248
F -5.1441 0.2651 0.1203 -0.201
F -5.7234 1.7039 -1.3947 -0.283
C -1.9633 -0.3576 -0.3232 0.709
S -2.5928 -0.9657 -1.9143 1.577
O -4.0030 -0.8516 -2.0102 -0.614
O -1.7305 -0.4148 -2.9087 -0.595
F -2.2515 -2.4784 -1.8401 -0.228
H 1.7565 -2.3091 2.4614 0.381
H 2.6500 -2.3315 0.9415 -0.223
H 1.8383 -3.8092 1.4748 0.415
H -0.6945 -2.3086 2.3380 0.641
H -0.1069 -0.7371 1.8709 0.725
H -2.1477 -0.5652 2.8583 0.367
H -1.3675 2.6826 1.1144 0.690
H -0.4930 1.1892 0.9726 -0.035
H -0.8693 1.7633 -1.7129 0.303
H -0.5455 3.3609 -1.0430 0.585
H 1.5560 2.3995 -1.6975 0.499
H 1.1363 0.8388 -0.9656 0.203
H 1.4892 1.7090 1.2596 0.277
H 1.5369 3.3671 0.7174 0.427
H 3.6974 3.1159 0.0841 0.326
H 5.3885 0.7207 -1.7285 0.234
H 5.1525 2.4605 -1.4269 0.400
H 3.9932 1.5972 -2.4407 0.260
H -0.9135 -0.2338 -0.5956 -0.901
Cl 5.4094 -3.9010 0.7669 -0.180
C 5.0071 -2.8406 -0.5925 0.459
Cl 6.4498 -2.3291 -1.4839 -0.190
H 4.3576 -3.3812 -1.2702 0.305
H 4.5127 -1.9565 -0.2120 -0.347
```



4.
C3H10N2O | ωB97M-V/def2-TZVPD

Calculated values
relative energy (zero: lowest compared OMol25 entry of this formula, charge and spin) = 29.0 kcal per mole
maximum force = 0.036 Eh/bohr
frontier orbital gap = 9.88 eV

The geometry in XYZ format:
```
16
Properties=species:S:1:pos:R:3:mulliken_charge:R:1
H 0.5447 -1.3671 2.7107 0.217
N -0.0020 -0.9068 2.0105 -0.680
C 0.5204 -1.0153 0.8445 0.122
N 0.4225 -0.0733 -0.1150 -0.234
C 0.6273 -0.4502 -1.5054 -0.308
C 0.9120 0.8004 -2.3553 -1.201
H 1.0442 -1.9226 0.5213 0.244
H -0.1852 0.7164 0.0627 0.344
H 1.3897 -1.2096 -1.5947 0.368
H -0.3361 -0.7628 -1.9274 0.228
H 1.2783 1.6415 -1.7600 0.331
H 1.4436 0.7945 -3.3038 0.346
H -0.0433 1.2314 -2.6765 0.321
O -2.0176 1.2889 1.2339 -0.727
H -2.6159 0.8677 0.6306 0.306
H -1.5438 0.5217 1.5586 0.321
```



5.
C5H15N2 | ωB97M-V/def2-TZVPD

Calculated values
relative energy (zero: lowest compared OMol25 entry of this formula, charge and spin) = 8.3 kcal per mole
maximum force = 0.020 Eh/bohr
frontier orbital gap = 11.54 eV
charge = +1

The geometry in XYZ format:
```
22
Properties=species:S:1:pos:R:3:mulliken_charge:R:1
C -1.9843 -1.2479 0.4276 -1.115
C -0.9995 -0.6337 -0.5343 -0.459
N -0.2530 0.5174 0.0450 0.027
C -1.0812 1.7284 0.1563 -0.846
C 1.0093 0.7995 -0.6775 -0.662
C 2.0978 -0.2504 -0.3646 -0.543
N 1.9499 -0.7372 1.0095 -0.597
H -1.4888 -1.7620 1.2544 0.309
H -2.6565 -0.5045 0.8629 0.310
H -2.6304 -1.9447 -0.1058 0.385
H -0.2805 -1.3749 -0.8808 0.336
H -1.4983 -0.2813 -1.4373 0.360
H 0.0665 0.2566 0.9867 0.444
H -2.0617 1.5111 0.5693 0.306
H -1.2505 2.1295 -0.8430 0.399
H -0.5508 2.4871 0.7157 0.361
H 0.7991 0.8340 -1.7427 0.307
H 1.3603 1.7824 -0.3757 0.455
H 3.0369 0.2674 -0.4763 0.452
H 2.0868 -1.0585 -1.0967 0.325
H 1.4963 -1.6423 1.0255 0.196
H 2.8326 -0.8763 1.4819 0.251
```



6.
CH13O5S | ωB97M-V/def2-TZVPD

Calculated values
relative energy (zero: lowest compared OMol25 entry of this formula, charge and spin) = 15.0 kcal per mole
maximum force = 0.017 Eh/bohr
frontier orbital gap = 7.05 eV
charge = -1

The geometry in XYZ format:
```
20
Properties=species:S:1:pos:R:3:mulliken_charge:R:1
C -2.7969 0.5820 1.8692 -0.765
S -2.3263 -0.0181 0.2043 -0.619
H -2.6533 -0.2033 2.6066 0.207
H -2.2158 1.4346 2.2224 0.231
H -3.8356 0.8936 1.8348 0.242
H -0.8635 -1.3298 -3.5179 0.296
H -1.5368 -0.4485 -2.5000 0.285
O -0.9993 -0.4006 -3.3024 -0.654
H 0.4968 0.3629 0.7106 0.397
H -0.2526 1.3516 -0.1170 0.244
O 0.6476 1.1782 0.1914 -0.680
H -0.5170 -1.3143 0.8033 0.155
H 0.5285 -1.7534 -0.1450 0.354
O 0.4608 -1.5109 0.7882 -0.712
H 2.7414 -0.6483 0.9896 0.323
H 2.5937 0.8897 0.9322 0.324
O 3.0775 0.1759 1.3544 -0.652
H 1.6895 0.2242 -1.6915 0.357
H 3.1592 0.5093 -1.3112 0.323
O 2.6021 0.0251 -1.9221 -0.655
```



7.
C2H6O2 | ωB97M-V/def2-TZVPD

Calculated values
relative energy (zero: lowest compared OMol25 entry of this formula, charge and spin) = 28.0 kcal per mole
maximum force = 0.054 Eh/bohr
frontier orbital gap (alpha / beta) = 7.37 / 7.93 eV
spin multiplicity = 2
charge = -1

The geometry in XYZ format:
```
10
Properties=species:S:1:pos:R:3:mulliken_charge:R:1
C -0.0003 -1.0582 -1.1442 -0.931
C 0.1826 0.4386 -1.0056 -0.105
O 0.1413 1.2214 0.1023 -0.769
H -0.8452 -1.5427 -0.6700 0.251
H 0.8428 -1.7614 -1.2066 0.289
H 0.8565 0.8669 -1.7592 0.246
H -0.8540 0.2032 -1.4486 0.161
H -0.1607 -0.1440 2.6096 0.213
H -0.0463 0.3801 1.0467 0.498
O -0.2418 -0.5572 1.7401 -0.852
```



8.
C6H10N2 | ωB97M-V/def2-TZVPD

Calculated values
relative energy (zero: lowest compared OMol25 entry of this formula, charge and spin) = 106.3 kcal per mole
maximum force = 0.158 Eh/bohr
frontier orbital gap = 9.57 eV

The geometry in XYZ format:
```
18
Properties=species:S:1:pos:R:3:mulliken_charge:R:1
C -2.1299 -0.6047 0.1644 -0.295
C -1.4115 0.7556 0.0225 -0.740
C -0.0483 0.4600 -0.7264 0.051
C 0.9823 0.9180 0.1155 -0.820
C 2.0930 -0.1955 0.2112 -0.539
N 1.3395 -1.4479 -0.1866 -0.310
C 0.0044 -1.0527 -0.4689 0.341
N -0.9980 -1.5196 0.1205 -0.705
H -2.8821 -0.6021 -0.6953 0.296
H -2.4995 -0.6112 1.2860 0.265
H -2.1860 1.2590 -0.9169 0.175
H -1.5384 1.3606 1.0153 0.308
H 0.0301 0.6847 -1.7027 0.503
H 1.5475 1.9097 -0.1980 0.350
H 0.9513 1.0957 1.2948 0.232
H 2.4286 0.0888 1.2289 0.331
H 2.8169 0.0541 -0.6536 0.237
H 1.5001 -2.5524 0.0892 0.320
```